Formula: C35H34F4N10OScSe
Source: the Open Molecules 2025 dataset
Level of theory: ωB97M-V/def2-TZVPD

Each line ends with the Löwdin charge.
Atoms and positions in Å:
C -3.92358 0.69176 -2.71048  -0.14
N -2.11477 1.72502 -1.53822  0.02
F 6.58504 -0.17261 -0.31070  0.11
H -1.36110 -2.97779 -3.39429  0.10
C 3.30134 2.95355 -2.37521  0.00
N -1.07078 1.29421 1.58131  0.11
H -4.38942 0.87223 1.72112  0.08
H -1.52235 0.67324 5.35990  0.12
H -0.52722 -3.64938 4.87861  0.10
H -3.36337 0.22622 0.42430  0.04
H -2.93357 -4.06414 5.27398  0.13
H 1.79257 2.83248 -5.38179  0.12
H 0.06945 -0.50037 -3.60524  0.09
H 4.24751 3.18554 -1.91078  0.11
Sc -0.01375 0.30787 -0.51713  1.01
H 2.74595 -1.60624 -2.75325  0.13
H -0.09217 -3.54703 -0.79071  0.03
C 2.00605 -0.80817 -2.66372  -0.19
C -3.18995 1.83862 -2.21922  -0.31
H -3.53927 1.97745 0.63547  0.09
F 3.41049 -0.67754 3.13382  0.09
H -5.22623 -3.67984 3.80712  0.13
C 2.27763 2.54307 -0.13872  -0.18
C -2.48780 -2.67009 2.36548  -0.66
C -3.46867 1.02493 1.15986  -0.03
C -3.68317 3.16748 -2.48348  -0.15
H -5.51142 -3.26066 1.23746  0.10
H -1.03678 2.90589 -4.15304  0.10
H 1.48475 -2.82148 -1.11345  0.09
C -4.73559 -2.50204 1.30133  -0.01
C -1.39888 0.87346 4.30257  -0.02
H 0.67781 -3.78543 -2.37462  0.10
C -3.07879 -3.62975 4.29997  -0.03
C 3.28244 3.13091 1.94325  0.00
C -0.61792 -3.17110 3.90733  -0.02
C -4.20113 -3.44199 3.58166  -0.03
N -2.02700 -3.14557 3.53797  -0.12
N -3.82456 -2.84452 2.38783  -0.11
F 4.66019 -0.08955 -2.12820  0.09
H 2.13782 2.58008 3.67331  0.12
C -1.46858 -2.25247 -2.57888  -0.10
H -2.05631 -2.70217 -1.78190  0.05
C -0.15632 1.20672 3.79403  0.00
F 1.45259 -0.69743 1.26847  0.00
C 5.07019 -0.43807 1.46183  0.07
O -1.69759 0.47250 -1.37131  -0.33
H -0.05136 -3.72830 3.16545  0.09
H -3.47933 0.65236 3.82148  0.12
N 1.04610 2.18009 -2.17741  0.14
H 0.79420 -2.06767 -3.92786  0.13
C 0.90425 2.30380 -3.50213  -0.29
C -2.29200 1.04522 2.08570  -0.33
H 4.08391 3.58794 2.51026  0.13
H 2.34005 0.00214 -3.31596  0.11
N 1.25499 1.96878 0.49824  0.09
H -4.17389 -2.47450 0.37156  0.06
N -4.49027 -0.23148 -3.09159  0.21
H -1.99845 -1.38065 -2.94832  0.06
C 2.75805 -0.55888 0.89257  -0.15
C -0.42171 2.00211 -4.14092  -0.02
C 4.31895 -0.29589 -0.84236  -0.14
C 2.21524 2.55241 -1.62613  -0.21
H 4.11993 3.63836 0.04497  0.12
H -0.28726 1.67738 -5.17236  0.10
C -2.48223 0.84372 3.44714  -0.01
C 3.74664 -0.55821 1.83929  -0.22
H -0.22347 -2.15746 3.95277  0.08
C 0.52180 -3.07543 -1.55204  -0.10
N -0.15162 -1.86367 -2.05264  -0.31
H -0.96268 1.23541 -3.59968  0.04
C 1.94928 2.74548 -4.31472  -0.01
H 5.87163 -0.44971 2.18640  0.14
N 1.87067 -0.39571 -1.27929  -0.10
C -0.04988 1.45178 2.43804  -0.22
C 5.32346 -0.31414 0.10964  -0.21
C 2.97081 -0.41912 -0.48176  -0.20
C 0.64510 -1.30685 -3.15298  -0.18
C 2.20214 2.56043 2.59591  0.02
H 0.70622 1.27187 4.44156  0.12
C 3.31186 3.14573 0.56314  0.02
H -5.19319 -1.52964 1.47336  0.09
H 4.00413 3.34747 -4.36710  0.12
Se -1.45782 -2.00553 0.99484  0.84
N -4.09302 4.21527 -2.71334  0.19
C 3.16736 3.04253 -3.75253  -0.02
C 1.19762 1.99478 1.83521  -0.20

Summary:
Net charge   +1
Energy relative to the best compared isomer or geometry (same formula, charge and spin)   20.6 kcal per mole
DFT total energy   -5538.445837 a.u.
Highest occupied orbital energy   -10.09 eV
Strongest force on any atom   2.192 eV/A
Gap between HOMO and LUMO   6.9 eV
Lowest unoccupied orbital energy   -3.21 eV


Formula: C35H34N5SbV
Source: the Open Molecules 2025 dataset
Level of theory: ωB97M-V/def2-TZVPD

Each line ends with the Löwdin charge.
Atoms and positions in Å:
H 0.39883 -1.57610 -2.97075  0.11
C 4.03975 0.05513 -3.19944  -0.07
C 0.19481 -3.64728 -2.46477  -0.02
H 1.08933 -3.89835 4.23687  0.11
C 5.03510 -1.10795 -1.34583  -0.06
C 2.84979 -0.12070 -1.09960  -0.40
C 3.02471 2.62351 0.88654  -0.11
H 3.72117 2.14968 0.20450  0.10
C -0.05349 -2.30164 -2.30487  -0.11
H 4.40958 4.16531 1.42858  0.11
C 5.09653 -0.66638 -2.66001  -0.06
H 4.09151 0.41502 -4.21855  0.11
H 5.86281 -1.66108 -0.92216  0.12
H 5.97049 -0.87645 -3.26161  0.12
C 1.11625 -3.12231 3.48344  -0.07
H -0.11849 2.32025 2.13210  0.08
N -0.85060 1.16754 -3.07521  -0.04
C 0.87697 2.72029 1.96098  -0.16
C 2.54349 4.37602 2.46318  -0.06
C -3.01645 3.79105 1.76610  -0.01
C 1.41529 -2.44887 1.19516  -0.15
N -2.17937 -0.70207 0.54108  0.03
N -3.27927 0.01112 -2.26747  -0.02
C 1.75129 2.09304 1.07316  -0.37
H -3.76012 -0.86881 -2.09908  0.11
C -2.98278 0.15915 -3.71447  -0.21
H 0.59257 4.32523 3.35570  0.11
C -3.05216 -1.91819 2.85923  -0.01
H -1.21763 3.32418 -1.04408  0.12
C 1.22133 -1.11483 1.54853  -0.36
H 1.63517 -2.71893 0.16601  0.10
C -3.18059 2.45677 2.09452  0.02
H -1.83160 1.49069 -4.95925  0.13
N -0.82717 -1.81334 -1.32200  -0.02
H -2.48381 -0.75319 -4.04945  0.12
H 1.54348 -4.47919 1.87529  0.11
H -3.38520 -2.39183 3.77170  0.13
C -2.06046 -2.03298 0.68909  -0.19
H -3.88994 0.27405 -4.30914  0.13
H -2.35759 -3.73663 1.96680  0.12
H 0.85434 0.23784 3.18666  0.09
H 2.85489 5.25888 3.00500  0.11
C -1.35354 -2.67532 -0.42511  -0.21
H -3.94398 0.73012 -1.98620  0.11
C 0.97943 -0.79503 2.88205  -0.11
H -0.35939 2.05235 -2.98093  0.09
C 3.91938 -0.83371 -0.56586  -0.11
H 3.89196 -1.17579 0.46192  0.10
C -3.15582 -0.54456 2.70671  0.03
H -0.18939 0.57635 -3.57523  0.08
C 3.41705 3.76162 1.57771  -0.06
H 2.11438 0.90701 -2.85011  0.07
C -2.48563 -2.67100 1.84414  0.03
C -2.70463 0.03878 1.53217  -0.19
H -3.42940 4.56300 2.40095  0.13
H 0.75528 -1.53591 4.88116  0.11
V -1.39835 0.22209 -1.12500  0.59
H -2.13695 5.15253 0.33544  0.13
C -2.64763 1.47987 1.26342  -0.20
C 1.36774 -3.44845 2.15704  -0.07
C 0.92694 -1.79547 3.84462  -0.07
C 1.27205 3.85291 2.65779  -0.07
C -0.38647 -4.53950 -1.57146  -0.01
H -0.22486 -5.60399 -1.67337  0.13
Sb 1.13180 0.36221 0.03025  1.58
H -2.57217 2.26292 -3.56274  0.12
C -1.16017 -4.04712 -0.53742  0.02
C -1.80136 3.10435 -0.15833  -0.11
H 0.82992 -3.98363 -3.27150  0.13
H -3.72241 2.17623 2.98578  0.12
C 2.92248 0.32002 -2.42087  -0.16
H -3.56119 0.06072 3.50454  0.12
N -1.97179 1.80811 0.13921  -0.02
C -2.30714 4.12432 0.61957  -0.02
C -2.07227 1.35395 -3.90474  -0.20
H -1.60665 -4.71763 0.18192  0.12

Summary:
Net charge   +2
Spin multiplicity   2
DFT total energy   -2811.752737 a.u.
Highest occupied orbital energy (alpha / beta)   -13.06 / -11.84 eV
Strongest force on any atom   0.289 eV/A
Expectation value of S²   0.804
Gap between HOMO and LUMO (alpha / beta)   7.3 / 5.9 eV
Lowest unoccupied orbital energy (alpha / beta)   -5.79 / -5.90 eV


Formula: C35H35BrCrIN3O3Si
Source: the Open Molecules 2025 dataset
Level of theory: ωB97M-V/def2-TZVPD

Each line ends with the Löwdin charge.
Atoms and positions in Å:
C -1.60420 3.60679 -0.34774  -0.01
H -4.77580 1.44731 -0.74062  0.11
C -1.59554 4.49052 4.04451  -0.07
H 4.20780 -1.51446 0.54518  0.07
C 2.86906 4.33538 -1.17961  -0.19
Si -0.98030 0.44818 3.25139  0.57
Cr 0.02863 -0.39234 0.22337  0.56
C -2.94293 -1.54577 2.79120  -0.14
C -0.13707 -0.24086 4.78577  -0.60
H -2.52384 2.65261 4.59829  0.11
C 0.29805 4.32904 2.57981  -0.08
Br 3.47170 -4.35678 2.46829  0.82
C -0.26496 -4.79844 0.76571  -0.02
H -4.33045 -3.11586 2.33721  0.11
C -3.99775 3.44118 -0.55493  -0.05
C 1.82781 -4.06352 1.60962  -0.66
C 2.60051 0.56621 -0.61062  -0.23
C 3.98797 0.25420 -0.65047  -0.24
H 0.48012 -2.11510 3.83476  0.07
H 3.95296 -1.83047 -1.16721  0.09
H -6.21599 -1.56555 1.93202  0.11
C -2.63604 1.48363 -0.59726  -0.55
H -4.97142 3.90968 -0.58720  0.12
H 2.33915 4.71214 -0.30175  0.12
C 4.44302 -1.15958 -0.46034  -0.01
C 1.50580 -2.78314 1.19623  -0.17
C 2.20298 1.88624 -0.80138  -0.06
H -0.95512 1.25888 6.15168  0.08
H -0.99816 -5.56749 0.57038  0.12
H 1.79362 -0.02319 5.74138  0.09
O 2.01366 4.60131 -2.28535  -0.05
H -1.45888 -3.24465 -0.08636  0.07
C 0.93469 -5.09787 1.38967  -0.07
H -1.96371 -0.18865 5.99403  0.08
O 1.75049 -0.43665 -0.42679  -0.18
H 2.18553 -1.95917 1.35300  0.10
C 0.81508 2.27491 -0.83561  -0.02
H -2.92276 5.27859 -0.28743  0.12
C -1.73405 3.11022 4.01225  -0.09
H -0.46684 -0.24537 6.92524  0.09
H 5.51955 -1.20458 -0.59870  0.09
H 5.30594 3.17946 -1.16578  0.12
H 1.10948 4.80292 2.03937  0.10
H 1.87349 0.07998 3.98210  0.08
H 3.79963 4.90199 -1.25688  0.13
C -1.46726 2.22401 -0.47589  -0.29
O -0.14307 -0.11585 1.91685  -0.37
C -3.80428 0.68435 2.70765  -0.10
C 1.27583 0.35535 4.85550  -0.08
N 4.89230 1.18450 -0.84971  0.14
C -5.05117 0.18756 2.34296  -0.09
H -2.27310 5.08813 4.64034  0.11
C -0.02794 -1.77040 4.73995  -0.08
H -5.87379 0.87034 2.17026  0.11
C -3.89215 2.06343 -0.64532  -0.13
C -2.85026 4.20512 -0.39522  -0.04
C -5.24392 -1.17785 2.20786  -0.09
H -0.73744 4.22702 -0.16912  0.11
C -0.87565 2.31322 3.24841  -0.21
C -0.52118 -3.49251 0.39257  -0.12
I -2.50601 -0.59267 -0.61218  1.37
H 0.85743 2.35458 1.98270  0.10
C -0.93331 0.17383 6.02939  -0.08
C -0.58061 5.10284 3.32350  -0.07
C -4.18409 -2.04732 2.43402  -0.10
H 0.62726 3.25029 -1.27385  0.12
H 1.25506 1.44458 4.92216  0.08
C 3.19827 2.87284 -1.01252  -0.13
H 0.55147 -2.12264 5.59840  0.09
H 2.50878 4.47214 -3.10100  0.10
H -0.46604 6.17862 3.35456  0.11
H -1.00505 -2.24997 4.79483  0.07
H -3.67282 1.75738 2.78684  0.09
H 1.17047 -6.10633 1.70013  0.12
C -2.72566 -0.16928 2.94249  -0.23
C 0.14836 2.95052 2.54469  -0.10
N -0.19036 1.57206 -0.43020  0.01
N 0.34823 -2.49772 0.59409  -0.01
H -2.12560 -2.23983 2.94260  0.09
C 4.50720 2.46162 -1.01852  -0.08

Summary:
Net charge   +1
Energy relative to the best compared isomer or geometry (same formula, charge and spin)   0.0 kcal per mole
Spin multiplicity   2
DFT total energy   -5950.295186 a.u.
Highest occupied orbital energy (alpha / beta)   -11.30 / -11.29 eV
Strongest force on any atom   0.319 eV/A
Expectation value of S²   0.905
Gap between HOMO and LUMO (alpha / beta)   7.8 / 7.8 eV
Lowest unoccupied orbital energy (alpha / beta)   -3.50 / -3.46 eV